A molecular structure, C24H64B3F12N4O8, computed with the ωB97M-V functional and the def2-TZVPD basis.

```
115
Properties=species:S:1:pos:R:3:mulliken_charge:R:1
C 4.480 -3.024 1.712 -0.830
O 4.086 -1.743 2.047 -0.252
C 4.917 -0.997 2.893 -0.865
C 4.479 0.499 2.988 -0.340
N 3.157 0.661 3.813 -0.019
H 2.327 0.229 3.433 0.193
H 3.298 0.270 4.734 0.495
C 2.981 2.176 4.185 -0.610
C 1.705 2.322 5.139 -0.720
O 0.399 1.772 4.765 -0.420
C -0.171 2.420 3.581 0.438
H 3.728 -3.603 1.175 0.380
H 4.605 -3.589 2.636 0.354
H 5.424 -3.207 1.200 0.391
H 5.920 -0.947 2.468 0.443
H 5.077 -1.486 3.854 0.441
H 4.349 0.970 2.014 -0.073
H 5.224 0.973 3.627 0.590
H 2.936 2.650 3.204 0.247
H 3.878 2.398 4.762 0.549
H 1.682 3.370 5.436 0.365
H 1.910 1.730 6.031 0.423
H -0.521 3.435 3.772 0.483
H -0.888 1.734 3.129 0.094
H 0.580 2.374 2.793 -0.725
C 2.382 3.205 -2.053 -1.268
O 1.854 2.900 -0.787 0.509
C 1.419 4.081 -0.121 -0.991
C 0.611 3.577 1.097 0.211
N -0.544 2.571 0.683 0.075
H -0.106 1.920 0.046 -0.013
H -0.861 2.058 1.493 0.006
C -1.777 3.102 -0.085 -1.213
C -2.385 2.004 -0.916 -0.443
O -1.503 1.384 -1.769 -0.573
C -1.939 0.209 -2.340 -1.426
H 3.101 4.024 -2.075 0.329
H 1.589 3.570 -2.706 0.364
H 2.969 2.372 -2.440 0.221
H 0.697 4.624 -0.732 0.504
H 2.232 4.715 0.233 0.550
H 0.099 4.333 1.691 0.377
H 1.250 2.983 1.751 -0.325
H -1.552 4.029 -0.611 0.514
H -2.538 3.385 0.642 0.455
H -3.287 2.253 -1.476 0.726
H -2.705 1.234 -0.215 0.110
H -1.066 -0.232 -2.822 -0.589
H -2.781 0.364 -3.014 1.629
H -2.234 -0.359 -1.457 -0.500
C -7.210 -0.068 2.417 -0.774
O -6.597 0.043 1.180 -0.258
C -7.333 -0.048 -0.013 -0.750
C -6.473 0.182 -1.220 -0.456
N -5.291 -0.835 -1.262 0.152
H -4.745 -0.745 -0.416 0.470
H -5.666 -1.772 -1.247 0.460
C -4.166 -0.592 -2.288 -1.157
C -2.977 -1.530 -1.857 1.278
O -2.591 -1.087 -0.521 -0.622
C -1.479 -1.853 -0.090 -0.969
H -6.468 -0.245 3.195 0.236
H -7.887 -0.921 2.372 0.346
H -7.703 0.852 2.730 0.288
H -8.187 0.628 0.008 0.488
H -7.803 -1.028 -0.099 0.432
H -6.141 1.202 -1.028 0.247
H -7.070 0.067 -2.125 0.364
H -3.806 0.435 -2.247 0.301
H -4.532 -0.810 -3.292 0.494
H -2.141 -1.493 -2.556 0.494
H -3.334 -2.551 -1.991 0.425
H -1.716 -2.890 0.150 0.463
H -1.250 -1.426 0.886 0.727
H -0.683 -1.716 -0.823 0.448
C 1.101 0.047 -4.918 -1.079
O 0.871 -0.337 -3.527 -0.012
C 0.991 -1.766 -3.319 -1.816
C 0.499 -2.225 -1.916 -0.694
N 1.224 -1.464 -0.834 -0.306
H 1.155 -0.493 -1.103 0.143
H 0.667 -1.460 0.009 0.631
C 2.670 -1.888 -0.492 -2.223
C 3.357 -0.705 0.207 0.566
O 3.410 0.282 -0.805 -0.463
C 4.094 1.534 -0.352 -1.016
H 2.123 -0.115 -5.261 0.321
H 0.929 1.122 -4.972 0.266
H 0.358 -0.349 -5.610 0.355
H 1.966 -2.226 -3.483 0.500
H 0.384 -2.166 -4.131 0.840
H 0.442 -3.285 -1.667 2.168
H -0.482 -1.794 -1.715 -1.380
H 3.129 -2.250 -1.412 0.738
H 2.471 -2.737 0.162 0.280
H 4.385 -0.973 0.447 1.606
H 2.830 -0.176 1.002 -0.988
H 5.114 1.324 -0.030 0.427
H 3.556 2.079 0.423 0.078
H 4.226 2.182 -1.219 0.402
B 0.086 0.176 0.865 0.016
F 0.015 0.578 -0.456 -0.528
F 0.255 -1.144 0.898 0.505
F 1.072 0.826 1.482 0.359
F -1.066 0.516 1.503 -0.186
B -1.708 -3.510 -2.783 -0.219
F -0.716 -3.066 -3.514 0.039
F -2.961 -2.988 -3.129 -0.328
F -1.808 -4.863 -2.897 -0.364
F -1.396 -3.276 -1.473 -0.002
B 2.312 -4.602 -0.644 0.114
F 1.541 -4.156 0.386 -0.263
F 1.717 -4.062 -1.785 -0.147
F 3.615 -4.117 -0.481 -0.349
F 2.336 -5.969 -0.726 -0.386
```

- gap between HOMO and LUMO (eV) = 7.43
- net charge = +1
- HOMO energy (eV) = -10.1
- multiplicity = 1
- energy relative to the best compared isomer or geometry (same formula, charge and spin) (kcal per mole) = 634.0
- molecular weight (g/mol) = 797.21

A molecular structure, C24H64BCuF4O24S8, computed with the ωB97M-V functional and the def2-TZVPD basis.

```
126
Properties=species:S:1:pos:R:3:mulliken_spin:R:1
Cu 1.971 2.158 -0.311 0.927
B 0.645 -0.469 0.085 0.016
F 0.952 -1.215 1.166 0.001
F 1.719 -0.510 -0.772 -0.002
F -0.564 -0.871 -0.528 -0.001
F 0.474 0.875 0.481 0.029
O -0.144 3.231 -0.481 0.000
S -1.061 4.272 -0.908 0.000
O -0.830 5.251 -1.929 0.000
O -2.540 3.555 -1.258 0.000
C -2.965 2.453 -0.553 0.000
C -2.609 1.158 -1.400 0.000
C -1.585 5.211 0.622 0.001
H -4.040 2.615 -0.478 0.000
H -2.498 2.477 0.431 0.000
H -2.789 0.196 -0.920 0.000
H -1.537 1.282 -1.554 -0.001
H -3.085 1.324 -2.366 0.000
H -0.649 5.645 0.973 0.000
H -2.004 4.493 1.328 0.000
H -2.265 5.973 0.242 0.000
O -5.079 1.504 2.045 0.000
S -4.365 0.830 3.060 0.000
O -4.619 -0.539 3.369 0.000
O -2.685 1.116 3.080 0.000
C -1.962 0.497 4.155 0.000
C -0.592 0.098 3.656 0.002
C -4.768 1.670 4.723 0.000
H -2.397 -0.389 4.616 0.000
H -1.840 1.183 4.993 0.000
H -0.566 -0.469 2.726 -0.001
H -0.017 -0.415 4.426 0.000
H -0.111 0.995 3.263 -0.002
H -5.792 2.038 4.658 0.000
H -4.027 2.470 4.751 0.000
H -4.664 0.933 5.518 0.000
O 1.367 3.104 1.668 0.002
S 1.225 3.773 2.936 0.003
O -0.109 4.052 3.460 0.001
O 2.111 2.972 4.077 0.001
C 2.038 3.294 5.397 0.000
C 1.249 2.219 6.158 0.000
C 2.114 5.376 2.789 0.000
H 1.622 4.286 5.573 0.000
H 3.026 3.359 5.851 0.000
H 0.741 2.628 7.032 0.000
H 1.970 1.488 6.523 0.000
H 0.557 1.645 5.541 0.000
H 1.567 6.131 2.223 0.000
H 3.095 5.199 2.348 0.000
H 2.157 5.648 3.843 0.000
O 1.375 -6.211 -2.125 0.000
S 2.134 -5.135 -1.541 0.000
O 3.371 -5.394 -0.821 0.000
O 2.399 -3.978 -2.776 0.000
C 3.406 -2.992 -2.478 0.000
C 3.890 -2.423 -3.875 0.000
C 0.962 -4.158 -0.420 0.000
H 4.208 -3.312 -1.813 0.000
H 2.932 -2.193 -1.908 0.000
H 3.785 -3.305 -4.507 0.000
H 4.895 -2.005 -3.808 0.000
H 3.214 -1.693 -4.321 0.000
H 0.341 -3.482 -1.008 0.000
H 1.480 -3.494 0.273 0.000
H 0.317 -4.796 0.184 0.000
O -2.792 -4.922 3.669 0.000
S -2.593 -4.382 2.350 0.000
O -1.923 -5.163 1.304 0.000
O -4.077 -3.940 1.721 0.000
C -4.065 -3.636 0.343 0.000
C -4.214 -2.116 0.149 0.000
C -1.778 -2.787 2.594 0.000
H -4.836 -4.295 -0.056 0.000
H -3.180 -3.891 -0.239 0.000
H -3.252 -1.654 0.369 0.000
H -5.011 -1.781 0.812 0.000
H -4.492 -1.912 -0.885 0.000
H -1.232 -2.621 1.665 0.000
H -1.094 -2.862 3.439 0.000
H -2.456 -2.005 2.938 0.000
O -3.146 -5.580 -4.391 0.000
S -3.569 -4.388 -3.715 0.000
O -4.661 -4.529 -2.720 0.000
O -2.284 -3.656 -2.936 0.000
C -1.167 -3.476 -3.808 0.000
C -0.824 -2.037 -3.925 0.000
C -3.976 -3.083 -4.854 0.000
H -1.242 -3.977 -4.774 0.000
H -0.256 -3.955 -3.449 0.000
H -0.370 -1.570 -3.051 0.000
H -1.714 -1.486 -4.228 0.000
H -0.099 -1.978 -4.737 0.000
H -3.080 -2.772 -5.392 0.000
H -4.373 -2.290 -4.221 0.000
H -4.826 -3.411 -5.454 0.000
O 4.769 2.061 3.025 0.001
S 4.082 0.986 2.336 0.000
O 3.225 1.206 1.117 0.017
O 5.199 -0.177 1.982 0.007
C 4.672 -1.270 1.225 -0.001
C 5.692 -2.400 1.302 0.000
C 3.151 0.111 3.611 0.001
H 4.579 -0.994 0.175 0.000
H 3.623 -1.504 1.409 0.001
H 6.654 -2.149 0.855 0.000
H 5.287 -3.209 0.694 0.000
H 5.877 -2.726 2.326 0.000
H 2.187 -0.032 3.122 0.000
H 3.096 0.771 4.476 0.000
H 3.593 -0.818 3.971 0.000
O 1.399 0.896 -4.915 0.002
S 1.129 1.958 -3.869 -0.005
O 1.206 1.677 -2.411 0.001
O 2.114 3.287 -4.182 -0.001
C 2.123 3.972 -5.401 0.000
C 3.140 3.334 -6.413 0.000
C -0.468 2.742 -4.294 0.000
H 2.557 4.966 -5.295 0.000
H 1.180 4.143 -5.920 0.000
H 3.010 2.269 -6.221 0.000
H 4.139 3.733 -6.233 0.000
H 2.913 3.456 -7.472 0.000
H -0.475 2.998 -5.354 0.000
H -0.366 3.572 -3.596 0.000
H -1.253 2.065 -3.954 0.000
```

- gap between HOMO and LUMO (spin up / spin down) (eV) = 7.33 / 3.83
- net charge = +1
- HOMO energy (spin up / spin down) (eV) = -12.1 / -12.1
- multiplicity = 2
- energy relative to the best compared isomer or geometry (same formula, charge and spin) (kcal per mole) = 160.3
- molecular weight (g/mol) = 1143.64